# 1
One molecule with the formula C19H19N3O3 in a non-equilibrium geometry. Source: the Open Molecules 2025 dataset; level of theory: the ωB97M-V functional and the def2-TZVPD basis.

```
44
Properties=species:S:1:pos:R:3:forces:R:3
C -5.3088 -0.3794 -1.2156 -4.2302 3.4342 10.8515
C -4.0553 -0.3155 -0.3472 -3.8379 0.6143 1.9398
C -2.8472 -0.8429 -0.6498 -5.7214 -0.1214 -2.1955
C -1.8893 -0.8942 0.2498 -4.8272 1.1092 -1.7471
C -2.0611 -0.3392 1.3179 -2.0970 8.2298 15.2314
C -3.3414 0.3765 1.8032 1.5931 -2.5777 -2.7285
C -4.4259 0.2672 1.0197 2.6622 -0.1659 -4.5735
H -5.2915 0.9108 0.9558 -0.3420 -0.3162 0.8918
H -3.4579 1.0369 2.5799 0.7747 0.9835 2.4111
H -1.2162 -0.1595 2.1459 -1.6391 -0.7872 -2.2325
C -0.7430 -1.2973 -0.0229 13.1233 -10.3601 -9.5097
N -0.5494 -2.0743 -1.2399 1.8656 0.2362 2.6625
O 0.8715 -2.7510 -1.1537 -2.7683 4.9741 3.2377
C 1.3297 -2.0208 0.1622 0.1525 -5.4662 -5.5193
N 0.3989 -1.4615 0.6548 -2.5579 4.5148 5.0807
C 2.6662 -2.3391 0.6342 1.5624 0.0328 -7.0005
N 3.3745 -1.1685 0.7880 1.9523 4.6076 1.0641
C 3.8874 -0.4583 -0.2449 3.3652 0.2537 -4.5347
O 4.3434 -0.9137 -1.3905 -2.5213 0.6980 5.0741
C 4.1490 1.1496 -0.1129 0.4320 -3.5749 -4.8760
O 3.0464 1.8331 0.1942 -1.0814 3.6444 4.0625
C 1.7485 1.8109 -0.1621 6.2423 -7.6893 -9.1562
C 0.8018 2.4343 0.4149 -7.8809 -4.8285 -9.7904
C -0.5336 2.3129 0.0172 4.9675 -3.8029 -9.6021
C -0.7159 1.7692 -1.5904 5.0572 1.1642 8.5071
C 0.4188 1.0197 -2.0273 -4.1689 0.1930 -0.9408
C 1.6360 0.8674 -1.5157 -1.8935 5.3715 6.1141
H 2.4586 0.7372 -2.0947 2.4313 -1.2921 -1.1491
H 0.0766 0.4342 -2.8313 0.4262 -0.7401 -1.7185
H -1.6808 1.5079 -1.6756 -3.2995 -0.7576 -1.5209
H -1.2731 2.8419 0.3264 -4.6596 3.0537 2.7073
H 0.9846 2.8048 1.1600 3.4418 7.6364 14.3753
H 5.0480 1.3432 0.4644 -0.4307 0.4018 0.5838
H 4.4330 1.3176 -1.2580 -0.2954 -0.0919 2.3167
C 2.9793 -0.4556 2.0034 1.5554 4.9872 -1.7232
H 3.3001 -0.8899 2.8356 0.1733 -3.3968 3.4279
H 1.9719 -0.1545 1.8775 -1.0738 0.0415 0.7876
H 3.5805 0.5421 2.4109 -1.1112 -1.8008 -2.4635
H 3.2426 -2.7540 -0.2983 -1.2232 -0.5959 1.9336
H 2.6916 -2.7800 1.5139 -0.0205 -3.1300 3.7217
H -2.7871 -1.5594 -1.3813 0.1284 -0.8179 -2.6672
H -5.1879 -0.7361 -2.0099 2.6209 -5.2796 -12.2514
H -5.8710 0.5687 -1.4497 0.8744 -0.4904 0.8563
H -6.2023 -1.1414 -0.8580 2.2787 1.9013 0.0622
```
Forces are in eV/Å.

## Properties
SMILES string	Cc1cccc(-c2noc(CN(C)C(=O)COc3ccccc3)n2)c1
frontier orbital gap	7.67	eV
net charge	0
M	337.4	g/mol


# 2
C19H19N4O4Sn as an isolated structure. Source: the Open Molecules 2025 dataset; level of theory: the ωB97M-V functional and the def2-TZVPD basis.

```
47
Properties=species:S:1:pos:R:3:forces:R:3
Sn 0.3405 0.7086 -1.1055 0.0264 -0.0649 -0.0364
C 0.0349 4.7710 1.5999 -0.0083 -0.0009 -0.0002
O -0.0872 3.3277 1.7740 0.0301 0.0206 -0.0034
C -1.1860 2.8283 2.2521 -0.0376 -0.0462 0.0094
C -2.3659 3.5516 2.4778 0.0214 -0.0219 0.0055
C -3.4653 2.8988 2.9724 -0.0175 -0.0063 0.0045
C -3.4731 1.5034 3.2878 -0.0115 0.0155 0.0015
C -2.3543 0.7755 3.1049 0.0205 -0.0136 -0.0082
C -1.1655 1.4058 2.5843 -0.0362 0.0926 -0.0115
N -0.0001 0.8056 2.4833 0.0409 -0.0771 0.0690
N 0.2233 -0.3306 2.9829 -0.0157 0.0631 -0.0898
C 0.5139 -1.4998 2.5665 0.0007 -0.0440 0.0465
C 0.4848 -1.8343 1.1064 0.0163 -0.0458 -0.0907
O 0.4223 -0.8709 0.2642 -0.0606 0.1201 0.1204
C 0.5655 -3.1681 0.7332 0.0053 -0.0085 0.0224
C 0.7668 -4.1446 1.6933 -0.0025 -0.0089 -0.0435
C 0.9354 -3.8796 3.0736 0.0112 0.0025 0.0408
C 1.2067 -4.9216 3.9703 -0.0087 0.0179 -0.0105
C 1.3967 -4.6449 5.3138 0.0029 -0.0024 0.0105
C 1.3110 -3.3347 5.7632 -0.0002 0.0004 0.0039
C 1.0259 -2.2855 4.8855 0.0027 -0.0005 -0.0011
C 0.8424 -2.5508 3.5438 0.0080 -0.0030 -0.0125
H -0.6482 5.1077 0.8229 0.0021 0.0000 -0.0025
H 1.0641 4.9315 1.3036 0.0045 0.0008 -0.0079
H -0.1647 5.2692 2.5459 -0.0012 -0.0032 0.0038
H -2.4156 4.6085 2.2654 0.0061 0.0084 -0.0040
H -4.3714 3.4690 3.1404 -0.0016 -0.0044 0.0022
H -4.3706 1.0572 3.6922 -0.0021 0.0024 -0.0004
H -2.3162 -0.2735 3.3681 0.0054 -0.0010 -0.0004
H 0.4926 -3.4254 -0.3141 0.0031 -0.0064 0.0005
H 0.8293 -5.1786 1.3702 -0.0020 0.0025 -0.0070
H 1.2696 -5.9391 3.6055 -0.0009 0.0017 -0.0063
H 1.6119 -5.4449 6.0083 0.0000 0.0023 0.0037
H 1.4666 -3.1169 6.8116 0.0000 -0.0013 0.0011
H 0.9591 -1.2733 5.2618 -0.0017 -0.0011 0.0043
C -0.4473 -2.1678 -4.9452 -0.0081 -0.0008 -0.0030
O 0.8971 -1.8831 -4.4149 0.0212 -0.0077 -0.0146
C 1.0246 -1.1304 -3.3906 -0.0154 0.0379 0.0538
O 0.0637 -0.6375 -2.7379 -0.0128 -0.0001 -0.0399
N 2.3010 -0.8916 -3.0258 -0.0243 -0.0468 -0.0064
N 2.5416 -0.0246 -1.9496 0.0352 0.0036 -0.0200
H -0.2659 -2.8281 -5.7837 0.0009 -0.0006 0.0000
H -0.8994 -1.2353 -5.2684 -0.0009 -0.0014 0.0016
H -1.0365 -2.6559 -4.1755 0.0015 0.0005 0.0019
H 3.0695 -1.2538 -3.5773 0.0063 0.0159 0.0000
H 3.1035 0.7650 -2.2715 -0.0060 0.0006 0.0168
H 3.0749 -0.5141 -1.2309 0.0032 0.0092 -0.0043
```
Forces are in eV/Å.

## Properties
frontier orbital gap	6.46	eV
net charge	+3
M	486.1	g/mol


# 3
C19H19N5O4S3 as an isolated structure in a non-equilibrium geometry. Source: the Open Molecules 2025 dataset; level of theory: the ωB97M-V functional and the def2-TZVPD basis.

```
50
Properties=species:S:1:pos:R:3:forces:R:3
C 7.0054 0.4766 0.0000 0.1060 0.1158 0.0935
H 8.0006 0.4021 -0.4346 -0.0556 0.0463 0.0694
O 6.2077 -0.4327 -0.7209 -0.0739 -0.1837 -0.1695
C 4.9008 -0.5662 -0.3843 -0.2586 -0.0022 0.0623
C 4.2709 0.1527 0.6243 0.3742 0.0708 -0.0656
C 2.9268 -0.0891 0.8487 -0.4197 -0.3528 -0.1647
C 2.1991 -1.0322 0.0973 0.8365 0.5738 0.3666
C 2.8458 -1.7429 -0.9100 -0.0126 0.1357 0.1278
C 4.1783 -1.5045 -1.1416 0.1992 0.0900 0.0097
H 4.7098 -2.0351 -1.9149 0.0655 -0.0742 -0.1011
H 2.2881 -2.4591 -1.4904 -0.0539 -0.1285 -0.1095
N 0.8823 -1.1457 0.4394 -0.7554 -0.4029 0.0907
C 0.5563 -0.3491 1.3809 1.0821 0.2287 -0.1299
N -0.6838 -0.1658 1.9206 -0.1708 0.3479 0.7031
C -1.9345 -0.5645 1.4825 0.0705 0.1117 0.0299
O -2.9004 -0.0714 2.0190 -0.1807 -0.1970 0.0035
C -2.0192 -1.5896 0.3697 0.1071 -0.6631 -0.0597
N -2.9331 -1.1418 -0.6600 0.1751 0.2496 -0.7876
S -2.2184 -0.6427 -2.0699 -0.2363 -0.0160 -0.0417
O -1.4473 -1.7335 -2.5852 0.2635 0.0095 0.2565
O -3.2383 -0.0683 -2.8899 -0.0400 0.2152 0.3054
C -1.0525 0.6280 -1.5638 -0.1227 -0.8913 -0.6503
C 0.2498 0.6128 -1.9716 -0.6837 -0.2822 -0.1126
C 1.1718 1.5771 -1.5137 0.1248 0.6024 0.3241
C 0.8078 2.5493 -0.6204 0.4841 -0.1517 -0.3184
C -0.5270 2.5882 -0.1825 -1.0764 -0.3222 0.0760
N -1.0935 3.4295 0.6872 0.2916 0.6024 0.3729
S -2.6454 3.0508 0.8414 0.8845 -0.5135 -0.6588
N -2.6935 1.8062 -0.1664 -0.6773 -0.1258 -0.1637
C -1.4761 1.6236 -0.6781 -0.0618 1.1446 0.7759
H 1.5103 3.2762 -0.2451 0.1149 0.0559 0.0076
H 2.1907 1.5256 -1.8666 0.1031 -0.0048 -0.0123
H 0.5638 -0.1703 -2.6429 0.1013 -0.1200 -0.0570
H -3.6510 -0.5085 -0.3378 -0.1684 0.2310 -0.0822
H -1.0423 -1.7167 -0.1030 -0.1642 -0.0442 0.2763
C -2.4555 -2.9668 0.9349 0.0382 0.2137 0.1830
C -1.4798 -3.4194 2.0181 -0.0983 -0.0056 -0.2579
H -1.6892 -4.4477 2.3018 -0.0011 -0.0775 0.0808
H -0.4548 -3.3612 1.6595 0.1653 -0.0233 0.0242
H -1.5754 -2.7970 2.9060 0.0100 0.0433 0.1645
C -3.8894 -2.9418 1.4512 0.1906 -0.0311 -0.1105
H -4.1555 -3.9188 1.8481 -0.0671 -0.0996 0.0109
H -4.0049 -2.2030 2.2400 -0.0571 0.0173 0.0993
H -4.5723 -2.6964 0.6431 -0.1761 0.0007 -0.0391
H -2.3996 -3.6590 0.0897 0.0504 0.0923 -0.0262
H -0.7225 0.4965 2.6903 -0.1903 -0.1500 -0.1788
S 1.8783 0.6653 2.0158 -0.1772 -0.3856 -0.2213
H 4.7909 0.8813 1.2234 0.1575 0.0682 0.0211
H 7.0533 0.2142 1.0615 -0.0149 0.0119 -0.0273
H 6.6404 1.5031 -0.1062 -0.0023 -0.0300 0.0109
```
Forces are in eV/Å.

## Properties
frontier orbital gap	7.37	eV
net charge	0
M	477.6	g/mol


Number 1: LUMO energy -0.40 eV, electronic energy -1124.74974 Ha, highest occupied orbital energy -0.296 Eh. Number 2: LUMO energy -10.92 eV, electronic energy -1468.68159 Ha, highest occupied orbital energy -0.639 Eh. Number 3: LUMO energy -1.05 eV, electronic energy -2504.76063 Ha, highest occupied orbital energy -0.309 Eh.